# 1
Entry from OMol25: an isolated molecule of C20H29N3O5S in a non-equilibrium geometry (ωB97M-V/def2-TZVPD).

Summary:
* relative energy (zero: lowest compared OMol25 entry of this formula, charge and spin): 58.45 kcal per mole
* SMILES: CCN(CC)S(=O)(=O)c1ccc2oc(C(=O)NCCN3CCOCC3)c(C)c2c1
* orbital gap: 8.607 eV
* largest force on an atom: 1.4 eV/Å

Atoms and positions in Å:
C: 6.03 1.91 -1.20
H: 6.85 2.51 -1.60
H: 5.46 1.50 -2.03
H: 5.39 2.55 -0.60
C: 6.59 0.77 -0.36
N: 5.50 0.01 0.23
S: 4.80 -1.19 -0.70
O: 5.01 -0.85 -2.08
O: 5.18 -2.51 -0.27
C: 3.07 -0.94 -0.30
C: 2.52 0.29 -0.58
C: 1.18 0.48 -0.26
C: 0.44 -0.58 0.32
C: 1.01 -1.82 0.60
C: 2.35 -1.98 0.28
H: 2.86 -2.91 0.46
H: 0.43 -2.61 1.04
O: -0.83 -0.20 0.55
C: -0.93 1.11 0.12
C: 0.26 1.57 -0.39
C: 0.55 2.91 -0.95
H: 0.91 2.81 -1.97
H: 1.34 3.39 -0.36
H: -0.34 3.52 -0.93
C: -2.23 1.79 0.24
O: -2.42 2.93 -0.13
N: -3.18 1.04 0.84
H: -2.96 0.08 1.07
C: -4.54 1.50 0.99
H: -4.97 1.05 1.88
C: -5.42 1.22 -0.25
N: -5.84 -0.14 -0.48
C: -4.81 -1.09 -0.84
C: -5.49 -2.35 -1.39
H: -4.75 -3.11 -1.63
O: -6.35 -2.91 -0.42
C: -7.34 -1.99 -0.03
C: -6.71 -0.71 0.54
H: -7.49 0.00 0.79
H: -6.15 -0.98 1.46
H: -7.95 -2.49 0.72
H: -7.96 -1.72 -0.90
H: -6.06 -2.08 -2.29
H: -4.17 -0.65 -1.60
H: -4.19 -1.39 0.03
H: -6.33 1.82 -0.16
H: -4.88 1.55 -1.14
H: -4.49 2.59 1.11
H: 3.12 1.06 -1.03
C: 5.56 -0.31 1.64
C: 6.72 -1.22 2.03
H: 7.68 -0.75 1.82
H: 6.65 -2.15 1.47
H: 6.68 -1.44 3.10
H: 4.62 -0.80 1.88
H: 5.62 0.63 2.20
H: 7.21 1.16 0.44
H: 7.20 0.11 -0.99

Results of the Löwdin charge analysis, in e, for atoms 1 through 2: atom 1 (C): -0.085, atom 2 (H): 0.074

---

# 2
Entry from OMol25: a structure of composition C20H30AgI2O15 in a non-equilibrium geometry (ωB97M-V/def2-TZVPD).

Summary:
* multiplicity: 2
* relative energy (zero: lowest compared OMol25 entry of this formula, charge and spin): 108.52 kcal per mole
* orbital gap (spin up / spin down): 6.063 / 3.494 eV
* largest force on an atom: 6.4 eV/Å

Atoms and positions in Å:
Ag: -0.99 -0.15 0.51
I: -0.26 1.33 2.89
I: -1.25 -1.58 -1.98
C: -6.29 3.06 -1.77
C: -4.90 3.20 -1.17
C: -4.95 3.55 0.31
O: -4.18 2.65 1.00
C: -3.85 1.60 0.19
O: -3.17 0.60 0.51
O: -4.25 1.95 -1.14
H: -6.74 4.03 -1.58
H: -6.84 2.26 -1.27
H: -6.30 2.91 -2.85
H: -4.22 3.91 -1.64
H: -6.00 3.64 0.59
H: -4.62 4.58 0.44
C: 4.76 0.89 -3.22
C: 4.21 0.10 -2.08
C: 4.70 0.68 -0.73
O: 3.49 0.77 -0.01
C: 2.46 0.70 -0.77
O: 1.31 0.92 -0.36
O: 2.80 0.26 -1.95
H: 4.07 1.72 -3.36
H: 4.65 0.41 -4.19
H: 5.78 1.27 -3.11
H: 4.44 -0.97 -2.04
H: 5.21 1.65 -0.77
H: 5.48 0.06 -0.31
C: 4.91 -3.30 1.04
C: 3.48 -3.93 1.49
C: 3.24 -3.40 2.83
O: 2.38 -2.22 2.55
C: 1.84 -2.36 1.33
O: 0.93 -1.58 0.96
O: 2.33 -3.37 0.68
H: 5.56 -4.00 1.57
H: 5.13 -2.23 1.13
H: 5.15 -3.40 -0.02
H: 3.52 -5.01 1.34
H: 4.21 -3.17 3.28
H: 2.59 -4.00 3.47
C: 1.74 5.01 -2.83
C: 0.22 4.53 -2.90
C: 0.07 3.24 -3.63
O: -0.68 2.45 -2.75
C: -0.66 2.99 -1.50
O: -1.04 2.46 -0.44
O: -0.03 4.14 -1.54
H: 2.45 4.19 -2.73
H: 1.93 5.77 -2.08
H: 1.99 5.29 -3.85
H: -0.60 5.21 -3.15
H: 0.94 2.60 -3.81
H: -0.42 3.48 -4.57
C: -2.38 -4.70 4.88
C: -2.33 -4.83 3.33
C: -3.71 -4.53 2.70
O: -3.59 -3.48 1.78
C: -2.43 -2.89 2.12
O: -2.05 -1.79 1.70
O: -1.74 -3.67 2.83
H: -2.96 -3.86 5.25
H: -1.42 -4.62 5.39
H: -2.67 -5.61 5.42
H: -1.74 -5.61 2.83
H: -4.49 -4.35 3.44
H: -4.21 -5.42 2.30

Results of the Löwdin charge analysis, in e, for atoms 1 through 2: atom 1 (Ag): 0.345, atom 2 (I): 0.340

---

# 3
Entry from OMol25: a structure of composition C20H30AsCa2F9NO17 in a non-equilibrium geometry (ωB97M-V/def2-TZVPD).

Summary:
* net charge: +1
* relative energy (zero: lowest compared OMol25 entry of this formula, charge and spin): 130.05 kcal per mole
* orbital gap: 4.641 eV
* largest force on an atom: 6.7 eV/Å

Atoms and positions in Å:
Ca: 14.83 -15.77 18.11
Ca: 14.25 -18.67 21.15
As: 11.84 -14.58 20.59
F: 10.66 -14.82 21.90
F: 10.62 -15.02 19.40
F: 13.17 -14.51 19.27
F: 13.11 -14.05 21.81
F: 12.31 -16.34 20.90
F: 11.50 -12.92 20.14
C: 12.81 -18.71 18.49
O: 12.74 -19.48 19.77
O: 13.76 -17.74 18.90
C: 13.26 -19.75 17.34
F: 12.33 -20.65 17.05
F: 13.49 -19.19 16.10
F: 14.40 -20.57 17.53
C: 11.50 -20.12 19.89
C: 11.39 -20.77 21.24
H: 10.37 -21.06 21.45
H: 12.10 -21.55 21.51
H: 11.50 -19.95 21.95
H: 11.46 -20.92 19.16
H: 10.63 -19.47 19.85
H: 11.87 -18.30 18.11
N: 12.74 -17.11 24.00
O: 11.62 -16.73 24.31
O: 12.99 -18.07 23.23
O: 13.67 -16.41 24.30
C: 12.61 -24.83 18.94
C: 14.02 -24.32 19.63
C: 15.10 -23.89 18.65
O: 15.49 -22.64 19.09
C: 14.75 -22.22 20.19
O: 14.82 -21.12 20.82
O: 13.89 -23.22 20.40
H: 12.16 -24.04 18.35
H: 11.76 -25.09 19.57
H: 12.65 -25.79 18.42
H: 14.46 -25.10 20.25
H: 14.73 -23.69 17.65
H: 16.11 -24.28 18.48
C: 8.15 -18.52 19.06
C: 7.81 -17.82 20.35
C: 7.12 -18.69 21.45
O: 7.56 -17.88 22.50
C: 8.66 -17.32 22.25
O: 9.09 -16.48 22.99
O: 9.00 -17.51 21.00
H: 7.41 -18.76 18.30
H: 8.77 -19.41 19.20
H: 8.91 -17.99 18.47
H: 7.37 -16.83 20.25
H: 7.44 -19.73 21.38
H: 6.04 -18.84 21.48
C: 19.50 -18.23 15.06
C: 18.39 -17.21 14.83
C: 17.33 -17.54 13.70
O: 16.12 -17.26 14.28
C: 16.28 -17.07 15.54
O: 15.33 -16.99 16.31
O: 17.57 -17.06 15.89
H: 20.07 -18.21 14.13
H: 19.18 -19.25 15.28
H: 20.10 -18.01 15.95
H: 18.87 -16.26 14.60
H: 17.45 -18.59 13.47
H: 17.56 -17.01 12.77
C: 12.29 -23.60 15.47
C: 11.23 -23.02 14.43
C: 11.23 -21.50 14.26
O: 11.14 -21.46 12.82
C: 11.13 -22.72 12.19
O: 11.07 -22.97 10.96
O: 11.17 -23.59 13.12
H: 11.83 -24.38 16.08
H: 12.66 -22.96 16.26
H: 13.15 -23.98 14.92
H: 10.21 -23.05 14.82
H: 12.08 -20.94 14.65
H: 10.23 -21.27 14.62

Results of the Löwdin charge analysis, in e, for atoms 1 through 2: atom 1 (Ca): 1.700, atom 2 (Ca): 1.625

---

# 4
Entry from OMol25: a structure of composition C20H30AuFN3O7PS in a non-equilibrium geometry (ωB97M-V/def2-TZVPD).

Summary:
* net charge: +2
* relative energy (zero: lowest compared OMol25 entry of this formula, charge and spin): 41.89 kcal per mole
* orbital gap (spin up / spin down): 6.112 / 6.125 eV
* largest force on an atom: 2.9 eV/Å

Atoms and positions in Å:
Au: -3.92 -0.87 -0.40
C: 0.76 4.67 2.13
C: 0.50 4.49 0.64
N: -0.10 3.17 0.35
C: -1.43 3.07 0.32
C: -2.13 1.93 0.01
C: -3.65 2.05 0.14
O: -4.09 3.15 0.39
O: -4.40 1.01 -0.01
C: -1.42 0.78 -0.41
O: -1.89 -0.26 -0.96
C: 0.02 0.84 -0.17
C: 0.78 -0.33 -0.30
C: 2.14 -0.30 -0.13
F: 2.82 -1.44 -0.29
C: 2.82 0.90 0.18
C: 2.05 2.04 0.35
C: 0.66 2.04 0.18
N: 4.22 1.01 0.32
C: 4.88 1.83 -0.70
C: 6.25 2.27 -0.21
N: 7.07 1.06 0.09
C: 6.39 0.23 1.13
C: 5.01 -0.18 0.64
H: 1.16 5.67 2.31
H: 1.48 3.94 2.51
H: -0.16 4.57 2.70
H: 1.41 4.59 0.06
H: -0.20 5.24 0.30
H: -2.00 3.96 0.55
H: 0.29 -1.26 -0.55
H: 2.56 2.94 0.67
H: 4.28 2.71 -0.91
H: 4.98 1.27 -1.65
H: 6.15 2.84 0.71
H: 6.75 2.88 -0.96
H: 8.01 1.32 0.38
H: 7.16 0.50 -0.77
H: 6.32 0.82 2.04
H: 6.99 -0.66 1.33
H: 4.52 -0.73 1.43
H: 5.12 -0.85 -0.22
C: -1.28 -3.76 -1.46
P: -3.02 -3.67 -1.93
C: -3.74 -5.31 -1.84
C: -3.05 -3.07 -3.63
O: -3.83 -2.80 -0.99
H: -0.81 -4.61 -1.95
H: -1.20 -3.87 -0.38
H: -0.78 -2.84 -1.78
H: -3.19 -6.00 -2.48
H: -4.78 -5.25 -2.15
H: -3.70 -5.64 -0.80
H: -2.41 -3.68 -4.26
H: -2.70 -2.04 -3.64
H: -4.08 -3.10 -4.01
C: -7.05 -1.82 2.52
S: -5.44 -2.53 2.04
O: -4.80 -3.00 3.23
O: -5.68 -3.47 0.98
O: -4.67 -1.32 1.53
H: -7.65 -2.68 2.80
H: -7.44 -1.31 1.65
H: -6.87 -1.15 3.35

Results of the Löwdin charge analysis, in e, for atoms 1 through 2: atom 1 (Au): 1.367, atom 2 (C): -0.047

---

# 5
Entry from OMol25: a structure of composition C20H30B2N2O20Pb in a non-equilibrium geometry (ωB97M-V/def2-TZVPD).

Summary:
* orbital gap: 8.712 eV
* largest force on an atom: 1.7 eV/Å

Atoms and positions in Å:
Pb: 14.21 -9.71 10.88
O: 16.68 -4.83 9.60
C: 16.50 -5.36 10.65
O: 17.10 -5.11 11.80
B: 16.54 -5.97 12.88
O: 15.61 -6.88 12.16
C: 15.54 -6.55 10.89
O: 14.90 -7.14 10.06
O: 15.87 -5.22 13.92
C: 16.66 -5.19 15.00
O: 16.52 -4.53 15.98
C: 17.78 -6.24 14.76
O: 17.59 -6.76 13.55
O: 18.61 -6.57 15.55
O: 5.79 -8.99 11.24
C: 6.82 -8.41 11.26
O: 7.73 -8.36 10.28
B: 8.91 -7.66 10.75
O: 8.60 -7.16 12.09
C: 7.39 -7.57 12.44
O: 6.83 -7.35 13.47
O: 10.09 -8.61 10.85
C: 11.04 -8.19 10.11
O: 12.13 -8.73 9.98
C: 10.61 -6.88 9.42
O: 9.39 -6.63 9.84
O: 11.27 -6.22 8.67
C: 14.48 -8.80 7.42
O: 15.00 -9.70 8.40
C: 15.43 -10.93 7.82
C: 16.02 -11.84 8.87
N: 15.08 -12.09 10.01
C: 13.88 -12.79 9.60
C: 12.88 -12.96 10.72
O: 12.62 -11.70 11.34
C: 11.24 -11.48 11.63
H: 13.88 -9.34 6.68
H: 15.28 -8.25 6.93
H: 13.84 -8.09 7.93
H: 16.18 -10.68 7.06
H: 14.61 -11.40 7.28
H: 16.99 -11.51 9.24
H: 16.15 -12.83 8.40
H: 15.60 -12.51 10.77
H: 14.13 -13.80 9.22
H: 13.38 -12.27 8.79
H: 13.16 -13.70 11.48
H: 11.94 -13.35 10.31
H: 10.84 -12.29 12.25
H: 10.65 -11.40 10.72
H: 11.15 -10.57 12.22
C: 17.87 -9.06 10.20
O: 16.82 -9.43 11.07
C: 17.31 -9.90 12.34
C: 16.26 -9.84 13.43
N: 15.07 -10.69 13.14
C: 13.96 -10.50 14.10
C: 13.31 -9.12 14.21
O: 13.14 -8.52 12.93
C: 12.59 -7.21 13.04
H: 17.53 -9.11 9.17
H: 18.73 -9.73 10.31
H: 18.23 -8.05 10.40
H: 18.16 -9.30 12.66
H: 17.58 -10.95 12.17
H: 15.96 -8.81 13.59
H: 16.76 -10.17 14.35
H: 15.42 -11.63 13.32
H: 14.25 -10.80 15.11
H: 13.17 -11.19 13.79
H: 13.90 -8.47 14.87
H: 12.32 -9.23 14.65
H: 12.87 -6.66 12.14
H: 12.99 -6.68 13.90
H: 11.50 -7.27 13.16

Results of the Löwdin charge analysis, in e, for atoms 1 through 2: atom 1 (Pb): 1.715, atom 2 (O): 0.178

---

# 6
Entry from OMol25: a structure of composition C20H30BrCoO10 in a non-equilibrium geometry (ωB97M-V/def2-TZVPD).

Summary:
* multiplicity: 4
* net charge: +1
* relative energy (zero: lowest compared OMol25 entry of this formula, charge and spin): 31.14 kcal per mole
* orbital gap (spin up / spin down): 8.601 / 8.524 eV
* largest force on an atom: 2.5 eV/Å

Atoms and positions in Å:
Co: -0.22 0.69 0.79
Br: 0.80 2.08 2.65
O: -2.05 0.63 1.80
C: -3.10 1.15 2.11
O: -3.72 1.93 1.23
C: -5.00 2.37 1.79
C: -5.15 1.76 3.12
C: -3.80 1.10 3.47
H: -5.76 2.10 1.06
H: -4.87 3.45 1.80
H: -5.87 0.95 3.24
H: -5.47 2.55 3.81
H: -3.87 0.07 3.82
H: -3.16 1.72 4.11
O: -1.00 -0.24 -1.08
C: -0.96 -1.04 -1.96
O: -0.35 -2.25 -1.81
C: -0.26 -2.92 -3.09
C: -1.25 -2.22 -3.96
C: -1.27 -0.81 -3.42
H: -0.57 -3.97 -3.06
H: 0.77 -2.86 -3.45
H: -2.20 -2.75 -3.93
H: -1.05 -2.25 -5.04
H: -2.19 -0.24 -3.52
H: -0.43 -0.23 -3.82
O: -0.06 -1.29 1.68
C: 0.12 -1.92 2.68
O: 1.30 -2.04 3.27
C: 1.26 -2.91 4.42
C: 0.15 -3.90 4.05
C: -0.80 -2.99 3.30
H: 0.97 -2.29 5.27
H: 2.21 -3.40 4.60
H: -0.22 -4.48 4.89
H: 0.46 -4.72 3.39
H: -1.53 -2.48 3.93
H: -1.39 -3.52 2.55
O: 1.62 0.04 -0.14
C: 2.72 -0.40 -0.33
O: 3.49 -0.78 0.70
C: 4.63 -1.51 0.20
C: 4.84 -0.95 -1.21
C: 3.49 -0.43 -1.63
H: 4.39 -2.57 0.12
H: 5.45 -1.45 0.91
H: 5.26 -1.70 -1.89
H: 5.56 -0.15 -1.03
H: 3.05 -1.06 -2.40
H: 3.58 0.62 -1.91
O: 0.07 2.17 -0.81
C: 0.36 3.00 -1.63
O: -0.54 3.50 -2.50
C: 0.14 4.39 -3.40
C: 1.58 3.88 -3.47
C: 1.75 3.53 -2.00
H: 0.19 5.36 -2.90
H: -0.34 4.59 -4.36
H: 2.24 4.65 -3.86
H: 1.69 3.02 -4.13
H: 1.71 4.45 -1.41
H: 2.59 2.95 -1.63

Results of the Löwdin charge analysis, in e, for atoms 1 through 2: atom 1 (Co): 0.530, atom 2 (Br): -0.078

---

# 7
Entry from OMol25: a structure of composition C20H30CaClO2 in a non-equilibrium geometry (ωB97M-V/def2-TZVPD).

Summary:
* net charge: -1
* relative energy (zero: lowest compared OMol25 entry of this formula, charge and spin): 0.00 kcal per mole
* orbital gap: 5.194 eV
* largest force on an atom: 2.4 eV/Å

Atoms and positions in Å:
O: -0.17 0.16 0.04
C: 0.87 0.06 -1.00
C: 0.14 1.06 -1.90
H: 0.89 -0.96 -1.40
H: 1.85 0.39 -0.61
C: -0.90 1.14 -0.79
H: -0.34 0.59 -2.75
H: 0.77 1.94 -2.12
C: -2.26 0.54 -1.10
H: -2.15 -0.48 -1.48
H: -2.78 1.13 -1.86
H: -2.88 0.52 -0.18
C: -0.97 2.52 -0.21
H: 0.04 2.93 -0.03
H: -1.54 2.54 0.73
H: -1.46 3.19 -0.93
Ca: 0.34 -0.47 2.35
C: 0.91 1.61 4.33
C: 2.00 0.70 4.29
C: 2.61 0.79 3.00
H: 2.36 0.09 5.12
C: 1.85 1.73 2.23
C: 0.83 2.26 3.07
H: 0.16 3.09 2.82
H: 0.27 1.78 5.18
H: 3.52 0.29 2.68
H: 2.06 2.03 1.20
C: -1.68 -0.37 4.60
C: -2.02 0.82 3.90
C: -2.51 0.46 2.62
H: -1.95 1.83 4.29
C: -2.39 -0.95 2.49
C: -1.90 -1.47 3.72
H: -1.79 -2.52 3.98
H: -1.37 -0.44 5.64
H: -2.99 1.13 1.92
H: -2.72 -1.54 1.63
O: 0.42 -1.10 -3.53
C: -0.01 -0.21 -4.61
C: 0.39 -0.80 -5.97
H: 0.46 0.79 -4.51
H: -1.11 -0.05 -4.54
C: 1.41 -1.91 -5.61
H: 0.80 -0.01 -6.62
H: -0.48 -1.21 -6.49
C: 1.25 -2.13 -4.10
H: 2.42 -1.57 -5.85
H: 1.23 -2.82 -6.16
H: 2.22 -2.11 -3.57
H: 0.79 -3.11 -3.90
Cl: 0.16 -3.19 1.64
C: 1.49 -2.71 2.64
H: 1.42 -3.18 3.63
H: 2.44 -2.81 2.09

Results of the Löwdin charge analysis, in e, for atoms 1 through 2: atom 1 (O): -0.214, atom 2 (C): -0.115